1 | Computed, not measured: the molecule CH4N6, with ωB97M-V with the def2-TZVPD basis set.

Properties
Frontier orbital gap: 8.8910 eV
E_HOMO: -8.697 eV
SMILES: N#CN(N)/N=N/N
LUMO energy: 0.1936 eV
Molar mass: 100.08 Da

Last column: natural (NBO) charge in e.
Geometry (Å):
N -2.01445 1.53813 0.38311  -0.365
C -0.99575 0.98013 0.28939  0.350
N 0.34407 0.53525 0.70862  -0.133
N 1.36517 1.43865 0.96375  -0.646
N 0.65997 -0.51565 -0.13288  -0.048
N -0.33560 -0.58534 -0.93044  -0.047
N -0.53511 -1.84218 -1.41124  -0.624
H 2.25068 0.93994 1.00830  0.382
H 1.18109 1.90557 1.84864  0.373
H -0.60368 -2.53416 -0.67016  0.375
H -1.31639 -1.86032 -2.05709  0.381

---

2 | Computed, not measured: the molecule CH4N6, with ωB97M-V with the def2-TZVPD basis set.

Properties
Frontier orbital gap (alpha / beta): 7.9774 / 7.9786 eV
E_HOMO (alpha / beta): -9.107 / -9.108 eV
SMILES: [H]/N=N/N=N\N=N/C
LUMO energy (alpha / beta): -1.1301 / -1.1289 eV
Molar mass: 100.08 Da

Last column: natural (NBO) charge in e.
Geometry (Å):
H -0.31945 -2.51813 1.53608  0.378
N -0.81773 -1.64979 1.47178  -0.311
N -0.69104 -0.84077 2.41009  0.028
N -0.35151 0.36556 2.22524  -0.042
N 0.04647 0.66016 0.95139  -0.163
N 0.13269 -0.27786 0.10032  0.144
N 0.38451 -0.35472 -1.11196  -0.197
C 0.43876 0.95222 -1.73887  -0.455
H 1.12067 1.60892 -1.35380  0.209
H 0.55922 0.73163 -2.78562  0.208
H -0.50259 1.32278 -1.70465  0.201

---

Which of them is most stable, and which least? Most stable: 1; least stable: 2.

---

1 | Computed, not measured: a cluster of 2 separate species, C3H14N2O in total, with ωB97M-V with the def2-TZVPD basis set.

Properties
Frontier orbital gap: 12.2876 eV
E_HOMO: -19.081 eV
LUMO energy: -6.7935 eV
Total charge: +2
Molar mass: 94.16 Da

Last column: natural (NBO) charge in e.
Geometry (Å):
C -0.76461 -0.14748 1.42351  -0.212
C 0.12755 -0.86231 0.39629  -0.470
C 1.59796 -0.45602 0.60359  -0.245
N 2.28953 0.25206 -0.50379  -0.662
N -2.22417 -0.18770 0.99339  -0.671
H -0.54808 0.91656 1.46694  0.227
H -0.72370 -0.54014 2.43833  0.253
H -0.31928 -0.62251 -0.58150  0.257
H 0.05802 -1.93673 0.55853  0.262
H 1.65107 0.02440 1.58482  0.250
H 2.25990 -1.31291 0.77879  0.255
H 3.24230 0.54839 -0.27141  0.474
H 2.20817 -0.31355 -1.35268  0.454
H 1.76044 1.08446 -0.78853  0.451
H -2.78422 0.37313 1.64337  0.461
H -2.53825 -1.15474 1.02092  0.453
H -2.42463 0.23733 0.08162  0.454
H -0.45743 0.67559 -3.12965  0.500
H -1.52243 1.63687 -2.47374  0.505
O -0.76290 1.07056 -2.32571  -0.998

---

2 | Computed, not measured: a cluster of 3 separate species, C3H14N2O in total, with ωB97M-V with the def2-TZVPD basis set.

Properties
Frontier orbital gap: 7.2596 eV
E_HOMO: -17.293 eV
LUMO energy: -10.0335 eV
Total charge: +2
Molar mass: 94.16 Da

Last column: natural (NBO) charge in e.
Geometry (Å):
C 0.71966 1.27015 0.18904  -0.167
C -0.18033 1.06571 1.40954  -0.536
C -1.03250 0.05151 0.72644  0.054
N -2.76542 0.69321 1.81566  -0.928
N 0.98048 -0.22926 -0.41007  -0.816
H 1.70413 1.52057 0.59801  0.276
H 0.36772 1.74559 -0.74114  0.268
H -0.65383 1.97898 1.31609  0.281
H 0.21602 1.07773 2.41324  0.301
H -1.61592 0.48193 -0.05848  0.264
H -1.05755 -0.95912 1.13856  0.272
H -3.39124 1.57958 2.00934  0.447
H -2.88314 0.45709 2.75965  0.409
H -3.61728 0.28981 1.49347  0.409
H 2.03185 -0.07930 -0.87531  0.526
H 0.21878 -0.72577 -1.00709  0.481
H 1.31083 -0.93657 0.32103  0.458
H 1.70518 -2.41214 -3.96726  0.480
H 3.11481 -2.59175 -3.54889  0.492
O 2.25040 -2.37480 -3.20506  -0.970

---

3 | Computed, not measured: a structure of composition C3H14N2O, with ωB97M-V with the def2-TZVPD basis set.

Properties
Frontier orbital gap: 11.9308 eV
E_HOMO: -19.964 eV
LUMO energy: -8.0336 eV
Total charge: +2
Molar mass: 94.16 Da

Last column: natural (NBO) charge in e.
Geometry (Å):
C -0.22014 1.07837 0.27334  -0.205
C 0.84345 0.72826 -0.84583  -0.508
C 0.27067 -0.51320 -1.38456  -0.055
N 1.06936 -1.23426 -3.01929  -0.825
N 0.18445 0.48118 1.59646  -0.713
H -1.19706 0.64402 0.06300  0.236
H -0.27248 2.15303 0.38520  0.274
H 1.77176 0.62478 -0.28381  0.246
H 1.04141 1.49619 -1.58016  0.290
H 0.28886 -1.54213 -1.04407  0.256
H -0.54230 -0.40996 -2.09430  0.242
H 0.53518 -1.02853 -3.87278  0.436
H 1.97269 -0.76870 -2.96845  0.429
H 1.21770 -2.23290 -3.20463  0.443
H 0.73979 1.11477 2.17042  0.453
H 0.75306 -0.35416 1.48059  0.421
H -0.70421 0.10571 2.11846  0.483
H -2.82904 0.00281 2.94810  0.526
H -1.91964 -1.09770 3.39105  0.517
O -1.88411 -0.20250 3.01740  -0.945

---

Which of them is most stable, and which least? Most stable: 1; least stable: 2.

---

1 | Computed, not measured: the molecule C24H32FN5O3S, with ωB97M-V with the def2-TZVPD basis set.

Properties
Frontier orbital gap: 8.9564 eV
E_HOMO: -8.362 eV
SMILES: COc1ccc(CN2CCN(C(=O)CCC(=O)Nc3nnc(C4CCCCC4)s3)CC2)cc1F
LUMO energy: 0.5946 eV
Molar mass: 489.62 Da

Last column: natural (NBO) charge in e.
Geometry (Å):
C 5.77495 0.67258 1.22325  -0.247
O 4.49586 0.45508 1.78230  -0.494
C 3.66924 -0.47400 1.23680  0.230
C 2.52219 -0.77495 1.97717  -0.233
C 1.60846 -1.71684 1.55606  -0.197
C 1.78460 -2.39537 0.35424  -0.063
C 0.82495 -3.46236 -0.12218  -0.212
N -0.52328 -3.04749 -0.45515  -0.458
C -1.44823 -2.86256 0.64066  -0.237
C -2.86687 -2.92450 0.06233  -0.202
N -3.03707 -1.85823 -0.89615  -0.443
C -4.01283 -0.92839 -0.91381  0.705
O -4.01120 -0.00081 -1.70694  -0.655
C -5.15773 -1.10805 0.07622  -0.487
C -4.86517 -0.45841 1.44486  -0.521
C -5.28471 0.98547 1.36305  0.709
O -6.37734 1.38715 1.68318  -0.578
N -4.38372 1.87896 0.82253  -0.633
C -3.07768 1.73488 0.46984  0.265
N -2.27832 0.77003 0.77406  -0.351
N -1.03765 0.94770 0.32529  -0.280
C -0.84657 2.03644 -0.32101  0.108
C 0.44875 2.53205 -0.84997  -0.275
C 1.02899 3.54734 0.14854  -0.386
C 2.35927 4.09119 -0.35827  -0.396
C 3.34472 2.94870 -0.57630  -0.404
C 2.77524 1.94485 -1.57347  -0.401
C 1.44170 1.39292 -1.07980  -0.393
S -2.30219 3.01802 -0.45058  0.320
C -2.02532 -1.86622 -1.93529  -0.231
C -0.61614 -1.90619 -1.34425  -0.245
C 2.90184 -2.08509 -0.40412  -0.223
C 3.82655 -1.15398 0.03117  0.302
F 4.89969 -0.93696 -0.77766  -0.336
H 6.35400 -0.25319 1.17655  0.183
H 6.26719 1.37287 1.89643  0.194
H 5.71436 1.11299 0.22522  0.184
H 2.38538 -0.25044 2.90947  0.229
H 0.75702 -1.93477 2.18035  0.217
H 1.24310 -3.92422 -1.02334  0.196
H 0.74317 -4.24021 0.64327  0.205
H -1.31990 -1.88946 1.14092  0.190
H -1.32000 -3.66769 1.36707  0.202
H -2.99441 -3.88715 -0.44920  0.195
H -3.58706 -2.84675 0.87206  0.208
H -6.03343 -0.62525 -0.36411  0.245
H -5.39181 -2.16473 0.19846  0.222
H -3.80957 -0.53806 1.69809  0.260
H -5.47882 -0.93280 2.21190  0.239
H -4.78718 2.78977 0.63248  0.421
H 0.26107 3.04846 -1.79832  0.213
H 1.17856 3.04814 1.10854  0.207
H 0.31849 4.36450 0.29496  0.209
H 2.76259 4.80136 0.36612  0.210
H 2.20110 4.62413 -1.29886  0.193
H 4.29517 3.34184 -0.94348  0.206
H 3.52610 2.45185 0.37830  0.203
H 3.47683 1.12334 -1.72384  0.214
H 2.63082 2.43592 -2.53910  0.193
H 1.58202 0.85222 -0.14292  0.221
H 1.03372 0.69426 -1.81204  0.215
H -2.17800 -2.75719 -2.55664  0.190
H -2.16609 -0.97164 -2.54318  0.246
H -0.41584 -0.96327 -0.81196  0.210
H 0.10844 -2.02153 -2.15259  0.200
H 3.08798 -2.57631 -1.34724  0.221

---

2 | Computed, not measured: the molecule C24H32FN5O3S, with ωB97M-V with the def2-TZVPD basis set.

Properties
Frontier orbital gap: 9.0700 eV
E_HOMO: -8.622 eV
SMILES: CC(C)NC(=O)NC(=O)CSc1nnc(COc2ccccc2F)n1[C@@H](C)[C@@H]1C[C@H]2CC[C@@H]1C2
LUMO energy: 0.4485 eV
Molar mass: 489.62 Da

Last column: natural (NBO) charge in e.
Geometry (Å):
C 1.97185 -4.87330 1.80423  -0.605
C 1.62588 -3.43439 1.43126  -0.050
C 2.87985 -2.60274 1.17242  -0.632
N 0.78736 -3.43508 0.24631  -0.623
C -0.35936 -2.76431 0.18646  0.810
O -0.95772 -2.25203 1.10885  -0.669
N -0.92664 -2.66105 -1.11688  -0.681
C -0.21090 -2.67599 -2.28029  0.723
O 0.76938 -3.35882 -2.46655  -0.599
C -0.79060 -1.83130 -3.40675  -0.613
S -1.50578 -0.25648 -2.84105  0.259
C -0.28998 0.16361 -1.66878  0.173
N 0.81311 -0.52057 -1.53647  -0.331
N 1.47329 -0.01965 -0.48444  -0.295
C 0.76906 0.95831 0.00713  0.320
C 1.17183 1.76233 1.19666  -0.098
O 2.50072 1.50407 1.57703  -0.473
C 3.49691 1.62442 0.65476  0.225
C 4.70086 1.00070 0.98363  -0.222
C 5.79945 1.07200 0.15294  -0.208
C 5.72762 1.76712 -1.04306  -0.221
C 4.54820 2.39625 -1.39023  -0.279
C 3.45587 2.32920 -0.54595  0.380
F 2.33144 2.99254 -0.94156  -0.353
N -0.38151 1.13278 -0.71265  -0.374
C -1.40163 2.14727 -0.53503  -0.017
C -1.37029 3.09380 -1.73431  -0.620
C -2.78440 1.51159 -0.33745  -0.229
C -3.83790 2.53881 0.13475  -0.411
C -4.40922 1.90109 1.40557  -0.207
C -5.21080 0.65594 1.00981  -0.415
C -4.11486 -0.35044 0.60405  -0.398
C -2.82246 0.45410 0.78189  -0.243
C -3.15516 1.28430 2.02057  -0.413
H 1.06637 -5.44645 1.98635  0.214
H 2.52710 -5.34583 0.99709  0.201
H 2.58191 -4.88912 2.70311  0.208
H 1.03121 -2.97572 2.22822  0.221
H 2.60831 -1.61020 0.81920  0.255
H 3.49452 -3.07922 0.41174  0.200
H 3.46234 -2.50870 2.08481  0.203
H 1.22148 -3.69143 -0.63576  0.433
H -1.78053 -2.11201 -1.10412  0.414
H 0.00381 -1.62849 -4.12463  0.261
H -1.60567 -2.36091 -3.90283  0.254
H 0.57037 1.46315 2.06331  0.218
H 1.01163 2.83366 1.00836  0.196
H 4.73625 0.45554 1.91270  0.227
H 6.71423 0.57524 0.43666  0.217
H 6.57999 1.82002 -1.70154  0.217
H 4.45288 2.94969 -2.31138  0.228
H -1.12778 2.69746 0.37037  0.210
H -0.37317 3.51249 -1.85525  0.226
H -1.63856 2.55770 -2.64229  0.214
H -2.07669 3.90535 -1.58969  0.221
H -3.08242 1.06715 -1.29020  0.218
H -4.60506 2.71514 -0.61761  0.213
H -3.37253 3.49619 0.37440  0.202
H -4.96348 2.60094 2.02929  0.214
H -5.90218 0.86608 0.19444  0.203
H -5.79118 0.28819 1.85583  0.210
H -4.10543 -1.21877 1.26157  0.220
H -4.23784 -0.70371 -0.41992  0.199
H -1.93824 -0.17573 0.85562  0.257
H -3.36101 0.66708 2.89185  0.217
H -2.39409 2.02117 2.27345  0.197

---

Which of them is most stable, and which least? Most stable: 2; least stable: 1.

---

1 | Computed, not measured: a structure of composition C4H5ClS2, with ωB97M-V with the def2-TZVPD basis set.

Properties
Frontier orbital gap: 8.0765 eV
E_HOMO: -8.737 eV
LUMO energy: -0.6603 eV
Molar mass: 152.67 Da

Last column: natural (NBO) charge in e.
Geometry (Å):
C -0.35757 2.13226 1.06221  -0.679
C 0.50714 1.02668 0.30719  -0.240
C -1.71338 -0.39013 -0.71146  -0.498
C 1.62698 0.45021 0.58701  -0.207
H -0.54168 2.13268 2.43037  0.287
H -1.83596 2.48503 0.44869  0.244
H 0.35522 3.03124 0.39079  0.251
H -2.74459 -0.29095 -1.51561  0.256
H 2.23285 0.72965 1.53380  0.241
S -0.52472 0.79475 -1.16344  0.390
S -1.70408 -1.45046 0.70842  -0.064
Cl 2.22446 -0.99473 -0.20456  0.020

---

2 | Computed, not measured: the molecule C4H5ClS2, with ωB97M-V with the def2-TZVPD basis set.

Properties
Frontier orbital gap: 8.4479 eV
E_HOMO: -9.123 eV
SMILES: S=C1[C@H](S)C[C@@H]1Cl
LUMO energy: -0.6751 eV
Molar mass: 152.67 Da

Last column: natural (NBO) charge in e.
Geometry (Å):
S 1.92926 -0.59896 0.40494  0.134
C 0.37635 -0.21245 0.50335  -0.081
C -0.92452 -0.94512 0.22199  -0.425
S -0.94186 -2.17872 -1.09946  -0.010
C -1.57614 0.43554 -0.06564  -0.396
C -0.38608 1.08482 0.70455  -0.293
Cl 0.30267 2.58287 0.09114  -0.007
H -1.30401 -1.37222 1.13531  0.240
H 0.20284 -2.75564 -0.73691  0.142
H -2.56367 0.60714 0.31461  0.223
H -1.55609 0.66424 -1.11639  0.230
H -0.66047 1.21385 1.78087  0.244

---

Which of them is most stable, and which least? Most stable: 2; least stable: 1.

---

1 | Computed, not measured: a structure of composition C5H4N2O, with ωB97M-V with the def2-TZVPD basis set.

Properties
Frontier orbital gap: 8.6031 eV
E_HOMO: -7.937 eV
LUMO energy: 0.6665 eV
Molar mass: 108.10 Da

Last column: natural (NBO) charge in e.
Geometry (Å):
C -1.95572 -0.17962 0.01577  0.728
C -0.07293 0.80897 -0.18542  0.103
C 1.28111 0.78953 0.16464  -0.141
C 0.51323 -1.34016 -0.16161  0.029
C -0.54604 -0.53407 -0.43863  -0.263
H -1.95656 2.08501 -0.00504  0.400
H 2.01950 1.65540 0.21168  0.226
H 2.62090 -0.83805 0.63374  0.412
H 0.78116 -2.35183 -0.12896  0.211
N -1.38913 1.18595 -0.20313  -0.645
N 1.67997 -0.51048 -0.06548  -0.552
O -2.97549 -0.77066 0.16245  -0.510

---

2 | Computed, not measured: a cluster of 2 separate species, C5H4N2O in total, with ωB97M-V with the def2-TZVPD basis set.

Properties
Frontier orbital gap: 8.5620 eV
E_HOMO: -10.202 eV
LUMO energy: -1.6396 eV
Molar mass: 108.10 Da

Last column: natural (NBO) charge in e.
Geometry (Å):
C -0.75558 -1.02003 1.45033  0.441
C -0.00500 -0.27506 0.51387  -0.308
C 0.50443 -0.72321 -0.66536  -0.096
C 0.83166 0.22019 -1.79754  0.006
C -0.33620 1.10793 0.60009  0.023
H -0.26588 -0.45896 2.85973  0.141
H 0.89449 -1.75899 -0.66336  0.235
H 1.41691 -0.29370 -2.62937  0.228
H -1.11971 1.72900 1.13358  0.260
N 0.69315 1.52329 -1.56032  -0.210
N -0.11934 2.03262 -0.41421  -0.190
O -1.73892 -2.08308 1.17258  -0.529

---

Which of them is most stable, and which least? Most stable: 1; least stable: 2.

---

1 | Computed, not measured: a cluster of 2 separate species, C5H4N2O in total, with ωB97M-V with the def2-TZVPD basis set.

Properties
Frontier orbital gap: 8.7077 eV
E_HOMO: -10.315 eV
LUMO energy: -1.6076 eV
Molar mass: 108.10 Da

Last column: natural (NBO) charge in e.
Geometry (Å):
C -0.14027 0.99807 -0.10125  0.324
C -1.71331 -0.40054 -0.20279  0.077
C -0.41771 -1.19574 -0.32006  -0.174
C 0.54033 -0.33686 -0.36542  -0.201
C 1.94062 -0.45739 0.08518  0.434
H -0.67924 2.65196 -0.02008  0.353
H -2.61395 -1.08636 0.04756  0.204
H -0.47910 -2.25938 0.05607  0.239
H 2.09772 -1.53663 1.11164  0.105
N 0.25090 2.25513 -0.13521  -0.467
N -1.55111 0.89570 0.08362  -0.417
O 2.76510 0.47205 -0.23924  -0.477

---

2 | Computed, not measured: the molecule C5H4N2O, with ωB97M-V with the def2-TZVPD basis set.

Properties
Frontier orbital gap: 8.6641 eV
E_HOMO: -7.957 eV
SMILES: C#Cc1[nH]cnc1O
LUMO energy: 0.7069 eV
Molar mass: 108.10 Da

Last column: natural (NBO) charge in e.
Geometry (Å):
C -2.40030 1.49868 -0.88121  -0.207
C -1.26583 1.28293 -0.30469  -0.107
C -0.22800 0.51018 0.06809  -0.123
N 0.80907 0.89125 0.94102  -0.487
C 1.75803 -0.02110 0.91934  0.228
N 1.45337 -1.13370 0.33538  -0.510
C 0.19991 -0.78851 -0.24176  0.454
O -0.55834 -1.76498 -0.81317  -0.655
H -3.38976 1.57757 -1.75492  0.301
H 0.92073 1.83120 1.01218  0.404
H 2.84116 0.18117 1.28101  0.202
H -0.12529 -2.66600 -0.32631  0.501

---

3 | Computed, not measured: the molecule C5H4N2O, with ωB97M-V with the def2-TZVPD basis set.

Properties
Frontier orbital gap: 9.5587 eV
E_HOMO: -8.621 eV
SMILES: c1cc2occn2n1
LUMO energy: 0.9374 eV
Molar mass: 108.10 Da

Last column: natural (NBO) charge in e.
Geometry (Å):
C 2.01778 0.01407 0.00004  -0.025
C 1.24818 1.18899 -0.00002  -0.412
C -0.04414 0.71145 0.00000  0.420
O -1.33138 1.08971 -0.00001  -0.400
C -2.05052 -0.06969 0.00001  0.067
C -1.24352 -1.15260 0.00001  -0.101
N 0.03489 -0.65419 0.00000  -0.172
N 1.28462 -1.09168 -0.00003  -0.285
H 3.08679 -0.06231 0.00003  0.210
H 1.58691 2.20178 -0.00003  0.238
H -3.11712 0.02082 0.00000  0.217
H -1.47249 -2.19637 0.00000  0.243

---

Which of them is most stable, and which least? Most stable: 3; least stable: 1.